Record 1
Formula: C15H21N3O
Source: the OMol25 dataset
Level of theory: wB97M-V/def2-TZVPD

Summary:
E_HOMO, eV: -8.4
Energy relative to the best compared isomer or geometry (same formula, charge and spin), eV: 0.033
Kohn-Sham gap, Ha: 0.33905
Structure (SMILES): CCCCCn1c(CNC(C)=O)nc2ccccc21
E_LUMO, hartree: 0.030

Positions of all 40 atoms, in Å:
C (-2.83308, 4.34347, 0.33402)
C (-1.52151, 3.66584, 0.71381)
C (-0.85535, 2.95588, -0.46670)
C (-1.55179, 1.65956, -0.88642)
C (-1.28487, 0.48402, 0.06223)
N (0.08156, 0.02941, -0.00907)
C (0.62888, -0.80694, -0.94244)
C (-0.15793, -1.50601, -2.00430)
N (-0.51063, -2.84918, -1.58048)
C (-1.70056, -3.13554, -1.00500)
C (-1.82319, -4.56916, -0.53920)
O (-2.58990, -2.31479, -0.89880)
N (1.90677, -1.01127, -0.77418)
C (2.25989, -0.26953, 0.32141)
C (3.49348, -0.11419, 0.94424)
C (3.55176, 0.70273, 2.05219)
C (2.41643, 1.35265, 2.54208)
C (1.18371, 1.21271, 1.93921)
C (1.11453, 0.39778, 0.81851)
H (-3.24928, 4.86783, 1.19121)
H (-3.56732, 3.61725, -0.00556)
H (-2.67094, 5.06562, -0.46327)
H (-1.70855, 2.95586, 1.52160)
H (-0.83270, 4.42256, 1.09631)
H (-0.84423, 3.64041, -1.31795)
H (0.18446, 2.73381, -0.21619)
H (-1.20786, 1.38402, -1.88603)
H (-2.62927, 1.81558, -0.94016)
H (-1.48570, 0.77631, 1.09459)
H (-1.94780, -0.34920, -0.18969)
H (-1.08985, -0.98235, -2.22165)
H (0.45349, -1.57518, -2.90674)
H (0.24514, -3.51309, -1.52400)
H (-1.13378, -4.74806, 0.28361)
H (-2.83826, -4.75018, -0.19845)
H (-1.58489, -5.25242, -1.35069)
H (4.36511, -0.62180, 0.56344)
H (4.49418, 0.84656, 2.55985)
H (2.50762, 1.98074, 3.41600)
H (0.31505, 1.72116, 2.32904)

Atom charges from the Löwdin analysis, given in e for atoms 1 to 6: -0.11, -0.27, -0.21, -0.16, -0.12, 0.03

***

Record 2
Formula: C15H21N3O2S
Source: the OMol25 dataset
Level of theory: wB97M-V/def2-TZVPD

Summary:
E_HOMO, eV: -7.6
Energy relative to the best compared isomer or geometry (same formula, charge and spin), eV: 2.161
Kohn-Sham gap, Ha: 0.30464
Structure (SMILES): CCOc1ccc2nc(SCCN3CCOCC3)[nH]c2c1
E_LUMO, hartree: 0.024

Positions of all 42 atoms, in Å:
C (4.22755, -1.41652, -5.18680)
C (2.80267, -1.38239, -4.65576)
O (2.87387, -1.37110, -3.24480)
C (1.72224, -1.32606, -2.51681)
C (0.43642, -1.30179, -3.07246)
C (-0.69510, -1.25065, -2.28129)
C (-0.53513, -1.22291, -0.90486)
N (-1.46760, -1.16211, 0.10367)
C (-0.77763, -1.13605, 1.20460)
S (-1.40419, -1.01193, 2.81845)
C (-2.99371, -0.17483, 2.51293)
C (-2.84611, 0.99657, 1.54166)
N (-1.54813, 1.62390, 1.66135)
C (-1.41048, 2.47819, 2.82549)
C (0.05175, 2.90887, 2.94259)
O (0.48837, 3.58191, 1.78545)
C (0.32480, 2.76831, 0.64808)
C (-1.13151, 2.33933, 0.47107)
N (0.57704, -1.19376, 1.00679)
C (0.76756, -1.24845, -0.35084)
C (1.89995, -1.30168, -1.13544)
H (4.77253, -0.54256, -4.84090)
H (4.21767, -1.42556, -6.27295)
H (4.73598, -2.30624, -4.82587)
H (2.24931, -2.26718, -5.00083)
H (2.28642, -0.48154, -5.01657)
H (0.31309, -1.32414, -4.14344)
H (-1.67890, -1.23428, -2.72190)
H (-3.31791, 0.14325, 3.50342)
H (-3.69448, -0.91013, 2.12162)
H (-3.67716, 1.70286, 1.71284)
H (-2.92479, 0.60410, 0.52630)
H (-1.69069, 1.91905, 3.71932)
H (-2.05240, 3.37443, 2.74634)
H (0.18625, 3.60552, 3.77170)
H (0.67106, 2.01449, 3.11057)
H (0.66061, 3.35982, -0.20511)
H (0.95266, 1.86837, 0.73694)
H (-1.21055, 1.67331, -0.39072)
H (-1.75492, 3.23361, 0.29280)
H (1.27785, -1.20167, 1.72757)
H (2.89572, -1.32131, -0.72352)

Atom charges from the Löwdin analysis, given in e for atoms 1 to 6: -0.07, -0.27, -0.06, -0.27, -0.03, -0.01

***

Calculated values (eV) of E for the records, taken in order: -22415.135; -35296.146.